1.
This record from OMol25 describes a 2-piece molecular cluster, ClNO2S overall at a distorted geometry. The level of theory is wB97M-V/def2-TZVPD.

Last column: natural (NBO) charge in e.
Positions of all 5 atoms, in Å:
N -0.315 -0.323 1.083  -0.60
O -1.132 1.223 -0.612  -0.77
O 0.845 -0.159 -1.245  -0.78
S -0.146 0.236 -0.302  2.21
Cl 1.594 -1.951 2.084  -0.05

HOMO-LUMO gap (alpha / beta) (eV): 6.5 / 6.5
E_LUMO (alpha / beta) (eV): -5.04 / -5.04
Multiplicity: 1
Total charge: 0

---

2.
This record from OMol25 describes one molecule with the formula C18H23NO5. The level of theory is wB97M-V/def2-TZVPD.

Last column: natural (NBO) charge in e.
Positions of all 47 atoms, in Å:
C 1.687 2.547 2.054  -0.64
C 2.757 1.464 1.945  -0.06
O 2.246 0.163 2.147  -0.52
C 1.434 -0.412 1.200  0.31
C 1.301 0.077 -0.095  -0.31
C 0.528 -0.597 -1.030  -0.13
C 0.360 -0.136 -2.435  0.67
O 0.103 -0.898 -3.347  -0.62
N 0.519 1.200 -2.633  -0.61
C 0.287 1.813 -3.926  -0.28
C -0.829 2.802 -3.870  0.26
C -0.823 4.166 -3.801  -0.31
C -2.179 4.566 -3.726  -0.32
C -2.905 3.417 -3.747  0.09
O -2.099 2.348 -3.832  -0.39
C -0.109 -1.783 -0.679  -0.28
C -0.013 -2.274 0.610  0.29
O -0.595 -3.412 1.067  -0.48
C -1.403 -4.181 0.198  -0.06
C -2.802 -3.596 0.020  -0.64
C 0.749 -1.579 1.575  0.22
O 0.782 -2.171 2.797  -0.49
C 0.999 -1.405 3.970  -0.05
C 0.521 -2.244 5.146  -0.62
H 2.138 3.525 1.914  0.22
H 1.223 2.510 3.037  0.21
H 0.912 2.403 1.305  0.21
H 3.289 1.533 0.988  0.17
H 3.490 1.585 2.748  0.20
H 1.852 0.954 -0.392  0.21
H 0.605 1.816 -1.842  0.40
H 1.197 2.315 -4.271  0.21
H 0.038 0.991 -4.604  0.26
H 0.037 4.804 -3.813  0.22
H -2.554 5.567 -3.664  0.23
H -3.961 3.234 -3.710  0.20
H -0.674 -2.285 -1.447  0.24
H -0.911 -4.315 -0.772  0.18
H -1.471 -5.155 0.690  0.19
H -2.759 -2.620 -0.456  0.21
H -3.281 -3.487 0.990  0.21
H -3.400 -4.262 -0.596  0.22
H 2.064 -1.168 4.079  0.18
H 0.436 -0.465 3.918  0.17
H 1.072 -3.179 5.178  0.21
H 0.677 -1.703 6.075  0.21
H -0.536 -2.471 5.035  0.21

HOMO-LUMO gap (eV): 8.7
E_LUMO (eV): 0.62
Multiplicity: 1
SMILES string: CCOc1cc(C(=O)NCc2ccco2)cc(OCC)c1OCC
Total charge: 0

---

3.
This record from OMol25 describes C30H33AsIrN8O as an isolated structure at a distorted geometry. The level of theory is wB97M-V/def2-TZVPD.

Last column: Mulliken spin population.
Positions of all 74 atoms, in Å:
Ir 0.564 0.821 0.201  2.85
N -0.455 4.722 0.424  0.02
C -0.812 4.541 1.775  0.01
C -0.660 3.229 2.043  0.00
N 0.006 2.649 0.940  0.10
C 0.004 3.545 -0.068  0.02
C 0.565 3.225 -1.362  -0.02
N 0.981 1.943 -1.530  0.15
C 1.326 1.842 -2.919  0.01
C 1.333 3.157 -3.413  0.01
N 0.815 3.995 -2.483  0.01
H -0.597 5.546 -0.109  0.00
H -1.534 5.284 2.177  0.00
H -0.889 2.704 2.971  0.00
H 1.736 0.970 -3.441  0.00
H 1.567 3.560 -4.407  0.00
H 0.629 4.973 -2.683  0.00
O 0.237 -1.161 -0.296  0.28
As -1.405 -1.391 -0.707  0.09
C -1.954 -0.058 -2.026  0.02
C -1.787 -0.375 -3.399  0.01
C -2.127 0.556 -4.364  0.01
C -2.876 1.646 -4.048  0.00
C -3.201 1.901 -2.754  0.00
C -2.687 1.116 -1.692  0.00
C -1.418 -3.250 -1.299  0.01
C -2.445 -4.201 -1.207  0.00
C -2.292 -5.390 -1.864  0.00
C -1.103 -5.788 -2.462  0.00
C -0.050 -4.891 -2.469  0.00
C -0.214 -3.656 -1.833  0.01
C -2.726 -1.212 0.698  0.01
C -2.321 -0.821 1.986  -0.01
C -3.265 -0.629 3.026  0.01
C -4.615 -0.729 2.728  0.00
C -5.028 -1.155 1.452  0.00
C -4.073 -1.325 0.438  0.00
H -1.349 -1.352 -3.674  0.00
H -1.769 0.296 -5.359  0.00
H -3.258 2.378 -4.789  0.00
H -3.834 2.781 -2.509  0.00
H -2.916 1.258 -0.648  -0.01
H -3.469 -3.934 -0.953  0.00
H -3.147 -6.103 -1.853  0.00
H -0.971 -6.716 -3.081  0.00
H 0.892 -5.205 -2.867  0.00
H 0.630 -2.912 -1.641  -0.01
H -1.245 -0.500 2.114  0.01
H -2.933 -0.400 3.994  0.00
H -5.352 -0.341 3.496  0.00
H -6.047 -1.305 1.121  0.00
H -4.434 -1.382 -0.577  0.00
C 2.866 -1.206 1.209  0.00
N 4.035 -1.426 1.944  0.08
C 5.109 -0.553 1.562  0.00
N 4.706 0.816 1.844  0.02
C 3.577 1.132 1.083  0.03
N 2.342 0.215 1.440  0.28
C 2.130 0.267 2.866  -0.02
N 3.333 0.058 3.656  0.03
C 3.814 -1.262 3.403  0.00
C 4.338 1.041 3.272  0.00
H 2.075 -1.912 1.527  0.00
H 3.154 -1.390 0.139  0.00
H 5.275 -0.647 0.493  0.00
H 5.956 -0.911 2.103  0.00
H 3.748 0.998 0.009  -0.01
H 3.240 2.169 1.328  0.00
H 1.495 -0.565 3.173  0.02
H 1.645 1.234 3.126  -0.02
H 3.224 -2.090 3.779  0.00
H 4.785 -1.368 3.884  0.00
H 5.221 0.903 3.914  0.00
H 3.907 2.047 3.447  0.00

HOMO-LUMO gap (alpha / beta) (eV): 7.1 / 4.3
E_LUMO (alpha / beta) (eV): -9.32 / -12.05
<S²>: 6.011
Multiplicity: 5
Total charge: +3

---

4.
This record from OMol25 describes a 2-piece molecular cluster, C4H12NOS overall. The level of theory is wB97M-V/def2-TZVPD.

Last column: natural (NBO) charge in e.
Positions of all 19 atoms, in Å:
N -0.696 -1.671 2.183  -0.92
C 0.371 -0.577 2.062  0.15
O -0.146 0.521 1.510  -0.96
H -0.555 -2.149 3.067  0.32
H -1.500 -1.053 2.259  0.35
H 0.769 -0.401 3.091  0.05
H 1.231 -1.025 1.505  0.06
C 0.067 -0.963 -1.745  -0.62
C 0.625 0.440 -1.574  -0.42
C -0.482 1.454 -1.327  -0.48
S 0.134 2.945 -0.405  -0.21
H 0.817 -1.699 -2.044  0.19
H -0.736 -0.995 -2.494  0.18
H -0.390 -1.252 -0.797  0.24
H 1.259 0.494 -0.690  0.24
H 1.220 0.769 -2.443  0.17
H -1.262 1.040 -0.698  0.24
H -0.923 1.852 -2.247  0.18
H 0.196 2.270 0.787  0.23

HOMO-LUMO gap (eV): 6.8
E_LUMO (eV): 3.61
Multiplicity: 1
Total charge: -1

---

Question: Which of these has the lowest total charge?
Answer: C4H12NOS